This record from the Open Molecules 2025 dataset describes a molecular structure, C21H57CdO8 in a non-equilibrium geometry. The level of theory is ωB97M-V/def2-TZVPD.

Its molar mass is 550.09 Da. The total charge is +1. For the electronic energy, the calculation gives -43640.2347 eV. The HOMO-LUMO gap is 10.3 eV.

```
87
Properties=species:S:1:pos:R:3:lowdin_charge:R:1
Cd 10.106 7.424 11.153 1.473
O 11.732 6.043 11.058 -0.452
H 12.141 5.866 11.925 -0.036
C 14.229 6.066 7.751 -0.044
C 14.375 7.139 8.795 -0.498
C 15.027 8.398 8.228 -0.043
O 13.088 7.485 9.256 -0.159
H 13.205 6.292 7.261 0.107
H 14.165 5.127 8.273 0.071
H 15.086 6.038 7.038 0.094
H 14.955 6.780 9.674 0.152
H 15.867 8.224 7.566 0.079
H 15.382 9.078 9.024 0.079
H 14.302 8.899 7.652 0.060
H 12.749 6.850 9.967 0.042
C 9.921 8.584 6.918 -0.056
C 9.355 7.479 7.735 -0.473
C 8.860 6.285 6.908 -0.036
O 10.282 7.121 8.810 -0.154
H 9.442 8.776 5.959 0.089
H 10.976 8.391 6.667 0.095
H 9.928 9.544 7.429 0.066
H 8.514 7.993 8.230 0.121
H 8.110 5.616 7.413 0.076
H 9.745 5.707 6.509 0.101
H 8.430 6.704 5.932 0.104
H 11.175 6.943 8.423 0.082
C 6.658 9.551 10.281 -0.027
C 8.016 10.197 10.417 -0.454
C 8.028 11.625 10.875 -0.018
O 8.679 9.351 11.387 -0.132
H 6.238 9.673 11.290 0.087
H 6.766 8.480 10.057 0.059
H 5.974 10.082 9.649 0.088
H 8.538 10.174 9.485 0.116
H 7.345 12.328 10.432 0.094
H 9.050 11.956 10.736 0.078
H 7.785 11.651 11.938 0.094
H 9.233 9.913 11.896 0.040
C 13.368 10.533 11.660 -0.031
C 12.093 10.663 10.906 -0.491
C 12.175 11.414 9.543 -0.008
O 11.672 9.335 10.656 -0.174
H 14.169 10.110 11.022 0.094
H 13.072 9.924 12.487 0.049
H 13.776 11.485 12.006 0.096
H 11.344 11.170 11.459 0.107
H 12.088 12.469 9.700 0.075
H 11.326 11.039 8.993 0.064
H 13.132 11.245 9.095 0.072
H 12.381 8.966 10.021 0.090
C 7.159 6.414 15.571 -0.026
C 6.372 7.486 14.783 -0.398
C 6.265 8.771 15.591 -0.043
O 7.177 7.806 13.602 -0.116
H 7.761 6.804 16.364 0.075
H 7.717 5.855 14.860 0.071
H 6.483 5.669 15.950 0.081
H 5.335 7.062 14.507 0.167
H 5.713 9.571 15.044 0.099
H 7.321 9.138 15.779 0.093
H 5.763 8.573 16.483 0.065
H 6.672 8.434 13.105 0.075
C 7.609 4.337 10.602 -0.058
C 7.207 5.747 10.370 -0.442
C 5.632 5.916 10.663 -0.012
O 7.979 6.664 11.175 -0.182
H 8.654 4.120 10.468 0.081
H 6.971 3.721 10.027 0.073
H 7.472 3.988 11.689 0.118
H 7.461 5.950 9.350 0.093
H 5.078 5.197 10.049 0.082
H 5.144 6.919 10.516 0.084
H 5.501 5.586 11.699 0.073
H 7.494 6.693 12.051 0.087
C 11.812 8.381 14.826 -0.053
C 10.352 8.713 14.821 -0.455
C 10.000 10.211 14.911 -0.041
O 9.732 8.210 13.587 -0.153
H 11.834 7.268 14.722 0.094
H 12.422 8.841 15.688 0.125
H 12.231 8.784 13.875 0.057
H 9.877 8.182 15.730 0.153
H 10.071 10.627 15.913 0.086
H 8.928 10.331 14.675 0.066
H 10.552 10.810 14.202 0.070
H 8.819 8.020 13.807 0.006
```